A structure of composition C35H39F5GeNO2PS4Sn, computed with ωB97M-V with the def2-TZVPD basis set.

- lowest unoccupied orbital energy (spin up / spin down) (eV) = -8.65 / -10.02
- net charge = +3
- orbital gap (spin up / spin down) (eV) = 6.78 / 5.42
- max |F| (Eh/bohr) = 0.0098
- E_HOMO (spin up / spin down) (eV) = -15.44 / -15.44
- ⟨S²⟩ = 0.78
- multiplicity = 2
- M (g mol⁻¹) = 951.3
- relative energy (zero: lowest compared OMol25 entry of this formula, charge and spin) (kJ/mol) = 22.5

Element x y z (Å)
Sn1 -0.2014 0.5726 1.2295
C1 -0.6007 4.6905 1.2819
C2 0.4447 4.6191 2.3816
S1 1.5730 3.2155 2.1572
C3 1.8107 2.6419 3.8510
C4 0.5506 2.3981 4.6798
S2 -0.8142 1.4587 3.9056
C5 -2.2293 2.6016 3.9469
C6 -2.6883 3.3483 2.6717
S3 -1.7175 3.2700 1.1475
H1 -0.1314 4.7731 0.2988
H2 -1.2182 5.5798 1.4134
H3 -0.0391 4.5372 3.3544
H4 1.0313 5.5372 2.3819
H5 2.4334 3.3606 4.3844
H6 2.3948 1.7268 3.7514
H7 0.1169 3.3311 5.0313
H8 0.8281 1.8332 5.5685
H9 -2.0027 3.3126 4.7403
H10 -3.0559 2.0009 4.3205
H11 -2.8267 4.4068 2.8956
H12 -3.6705 2.9792 2.3788
S4 2.8144 -2.8532 -1.0844
C7 1.2364 -3.4850 -0.9295
C8 0.3711 -2.4882 -0.6115
N1 0.9422 -1.2417 -0.4876
C9 2.2298 -1.3022 -0.7173
H13 1.0257 -4.5307 -1.0963
H14 -0.6955 -2.5964 -0.4725
H15 2.8872 -0.4420 -0.6767
F1 2.9413 -5.4311 4.0768
C10 2.6068 -4.2369 3.7059
C11 3.5828 -3.2223 3.6680
F2 4.8154 -3.5110 4.0089
C12 3.2214 -1.9676 3.2753
F3 4.0971 -0.9965 3.2233
C13 1.8554 -1.6560 2.9090
O1 1.5258 -0.5045 2.5657
C14 0.9039 -2.7381 2.9594
F4 -0.3453 -2.4531 2.6103
C15 1.2575 -3.9863 3.3439
F5 0.3917 -4.9746 3.3873
C16 -4.8561 -0.6543 0.6201
P1 -3.3823 -1.2828 1.4066
C17 -3.6122 -1.1483 3.1739
C18 -3.2535 -3.0193 1.0068
O2 -2.1491 -0.4990 0.9345
H16 -5.7216 -1.2610 0.8939
H17 -4.7348 -0.6840 -0.4636
H18 -5.0356 0.3760 0.9296
H19 -4.4558 -1.7606 3.4988
H20 -3.8177 -0.1100 3.4388
H21 -2.7129 -1.4843 3.6921
H22 -4.1889 -3.5309 1.2411
H23 -2.4503 -3.4767 1.5840
H24 -3.0491 -3.1345 -0.0587
C19 -2.0709 1.9761 -2.8582
Ge1 -0.4143 1.1022 -3.2841
C20 1.1419 2.1993 -3.2413
C21 1.6816 2.7285 -4.4140
C22 2.7818 3.5726 -4.3420
C23 3.3449 3.8832 -3.1111
C24 2.8088 3.3585 -1.9411
C25 1.7045 2.5212 -2.0042
C26 -0.4889 -0.7214 -3.6674
C27 -1.7545 -1.2809 -3.5371
C28 -1.9845 -2.6329 -3.8179
C29 -0.9422 -3.4099 -4.2540
C30 0.3635 -2.8888 -4.4182
C31 1.4109 -3.7121 -4.8982
C32 2.6627 -3.2018 -5.0833
C33 2.9176 -1.8475 -4.7850
C34 1.9269 -1.0317 -4.3087
C35 0.6167 -1.5251 -4.1195
H25 -2.7228 1.9336 -3.7340
H26 -1.8793 3.0174 -2.6104
H27 -2.5830 1.4883 -2.0273
H28 1.2631 2.4911 -5.3860
H29 3.2002 3.9866 -5.2503
H30 4.2051 4.5388 -3.0633
H31 3.2485 3.6043 -0.9820
H32 1.2937 2.1224 -1.0824
H33 -2.5909 -0.6635 -3.2280
H34 -2.9802 -3.0474 -3.7321
H35 -1.1141 -4.4511 -4.5048
H36 1.1956 -4.7474 -5.1356
H37 3.4571 -3.8268 -5.4697
H38 3.9120 -1.4475 -4.9418
H39 2.1552 0.0041 -4.0949

Forces on atoms 1 to 3 (eV/Å):
0.0 0.5 -0.1
0.1 0.0 0.0
0.0 0.0 0.0

A structure of composition C35H39N5O7PtSSeSi, computed with ωB97M-V with the def2-TZVPD basis set.

- lowest unoccupied orbital energy (eV) = 3.53
- net charge = -2
- orbital gap (eV) = 5.26
- max |F| (Eh/bohr) = 0.0116
- E_HOMO (eV) = -1.73
- multiplicity = 1
- M (g mol⁻¹) = 975.9
- relative energy (zero: lowest compared OMol25 entry of this formula, charge and spin) (kJ/mol) = 142.3

Element x y z (Å)
Pt1 -0.3074 -0.0074 -0.3849
N1 -6.9318 -0.3031 -0.1083
C1 -5.7600 0.3704 -0.5173
C2 -5.6860 0.9536 -1.7808
C3 -4.5261 1.5931 -2.1915
C4 -3.4454 1.6727 -1.3300
C5 -3.5243 1.1126 -0.0598
C6 -4.6744 0.4647 0.3488
S1 -1.8979 2.3701 -1.8592
O1 -2.1207 3.0403 -3.1123
O2 -1.4436 3.1953 -0.7588
N2 -0.8869 1.0991 -2.0322
C7 -1.5096 -0.0096 -2.6920
N3 -1.2392 -1.0963 -1.9650
C8 -1.9741 -2.3296 -2.2327
C9 -2.6122 -2.2550 -3.5976
C10 -2.7247 -1.0806 -4.2320
N4 -2.2209 0.1255 -3.7811
H1 -7.4044 -0.7474 -0.8821
H2 -6.7337 -0.9890 0.6071
H3 -6.5299 0.8714 -2.4587
H4 -4.4280 1.9966 -3.1902
H5 -2.6706 1.1375 0.6057
H6 -4.6786 -0.0252 1.3152
H7 -1.2632 -3.1667 -2.2307
H8 -3.0285 -3.1595 -4.0290
H9 -3.2307 -1.0314 -5.1944
C11 0.4652 -3.8027 -0.0600
Si1 1.6770 -2.5087 -0.5524
C12 -2.9990 -2.5948 -1.1283
C13 1.7867 -2.0300 -2.3409
N5 2.9856 -2.2159 0.3410
C14 3.2586 -2.5142 1.6368
C15 3.9733 -3.6594 2.0310
C16 4.1596 -3.9814 3.3656
C17 3.6190 -3.1930 4.3718
C18 2.9202 -2.0422 4.0256
C19 2.8205 -1.6865 2.6962
O3 2.0860 -0.5978 2.2466
C20 1.8312 0.5165 2.8413
C21 0.7658 1.2954 2.2237
C22 0.3721 2.4878 2.9563
C23 0.9919 2.9025 4.0850
C24 2.0990 2.1564 4.5658
C25 2.5178 0.9968 3.9822
H10 -0.4051 -3.8416 -0.7068
H11 0.1355 -3.6241 0.9687
H12 0.9739 -4.7729 -0.0978
H13 -3.5099 -3.5495 -1.2971
H14 -3.7408 -1.7920 -1.1353
H15 -2.5332 -2.6133 -0.1406
H16 0.9748 -2.4899 -2.9054
H17 2.7528 -2.3271 -2.7573
H18 1.6620 -0.9531 -2.4409
H19 4.3427 -4.3102 1.2479
H20 4.6954 -4.8889 3.6217
H21 3.6983 -3.4851 5.4107
H22 2.3980 -1.4662 4.7764
H23 -0.0587 0.5306 2.2751
H24 -0.4646 3.0417 2.5455
H25 0.6768 3.7969 4.6054
H26 2.6379 2.5203 5.4340
H27 3.3630 0.4491 4.3694
O4 -0.5810 -1.0189 3.9352
Se1 -1.2477 -1.6944 2.6050
O5 -1.1164 -3.3122 2.6065
O6 -0.2347 -1.0861 1.3772
O7 -2.7578 -1.1779 2.3080
C26 2.5043 3.3061 0.8837
C27 2.1182 2.0380 0.0953
C28 3.3040 1.0797 0.2260
C29 0.7345 1.4948 0.6210
C30 1.9507 2.4214 -1.3803
C31 1.2844 3.5888 -1.7437
C32 1.0958 3.9317 -3.0736
C33 1.5830 3.1161 -4.0826
C34 2.2674 1.9613 -3.7403
C35 2.4525 1.6254 -2.4067
H28 2.8389 3.0423 1.8898
H29 1.6694 4.0026 0.9788
H30 3.3253 3.8279 0.3835
H31 3.6180 0.9750 1.2658
H32 4.1611 1.4884 -0.3180
H33 3.0928 0.0778 -0.1388
H34 0.0659 2.3477 0.5004
H35 0.8487 4.2187 -0.9827
H36 0.5202 4.8156 -3.3187
H37 1.4042 3.3630 -5.1221
H38 2.6412 1.2989 -4.5129
H39 2.9802 0.7122 -2.1732

Forces on atoms 1 to 3 (eV/Å):
0.1 0.4 0.2
0.0 0.0 0.0
0.0 0.0 0.0

A structure of composition C35H39N5Pb at a distorted geometry, computed with ωB97M-V with the def2-TZVPD basis set.

- lowest unoccupied orbital energy (spin up / spin down) (eV) = 4.29 / 4.30
- net charge = -2
- orbital gap (spin up / spin down) (eV) = 2.35 / 2.99
- max |F| (Eh/bohr) = 0.0516
- E_HOMO (spin up / spin down) (eV) = 1.94 / 1.31
- multiplicity = 1
- M (g mol⁻¹) = 736.9

Element x y z (Å)
Pb1 -0.2093 -0.4485 0.8541
N1 -1.4672 -0.2538 3.8391
N2 -1.5099 2.1465 1.1628
C1 -1.3044 -2.1927 -1.6256
C2 -2.4939 -2.0312 -0.8561
C3 -2.3340 -2.7573 0.3590
C4 -3.2834 -2.7923 1.4986
H1 -4.2618 -2.3784 1.2200
H2 -2.9254 -2.2198 2.3733
H3 -3.4505 -3.8269 1.8354
C5 -1.0578 -3.3920 0.3323
C6 -0.4744 -4.2219 1.4176
H4 -0.7762 -5.2791 1.3259
H5 -0.7939 -3.8912 2.4171
H6 0.6247 -4.2138 1.4093
C7 -0.4200 -3.0457 -0.8951
C8 0.9429 -3.4732 -1.2989
H7 1.6627 -3.4268 -0.4663
H8 1.3526 -2.8541 -2.1073
H9 0.9489 -4.5166 -1.6559
C9 -3.7028 -1.2592 -1.2438
H10 -4.4771 -1.9155 -1.6787
H11 -3.4862 -0.4805 -1.9884
H12 -4.1598 -0.7536 -0.3799
C10 -1.0381 -1.5821 -2.9525
H13 0.0305 -1.3749 -3.1088
H14 -1.5548 -0.6188 -3.0683
H15 -1.3699 -2.2340 -3.7799
C11 -0.7703 -0.6717 4.8979
H16 -1.0748 -1.6217 5.3454
C12 0.3417 0.0174 5.4074
H17 0.9188 -0.4309 6.2116
C13 0.6677 1.2582 4.8548
H18 1.5426 1.8051 5.1914
C14 -0.1623 1.7997 3.8870
H19 -0.0365 2.8138 3.5062
C15 -1.2047 0.9935 3.3406
C16 -1.9842 1.3454 2.2036
H20 -3.0255 1.0228 2.1181
C17 -0.7711 1.6375 0.0943
C18 -1.9133 3.4662 0.8999
H21 -2.4358 4.0419 1.6395
C19 -1.5502 3.7317 -0.3548
H22 -1.6841 4.6232 -0.9415
N3 -0.9641 2.5764 -0.8842
C20 -0.6948 2.3941 -2.2743
C21 -1.7153 2.6337 -3.2118
C22 -1.3924 2.5472 -4.5674
H23 -2.1652 2.7531 -5.3098
C23 -0.1111 2.1927 -4.9847
C24 0.2528 2.1523 -6.4320
H24 0.9643 1.3415 -6.6103
H25 0.7327 3.0889 -6.7442
H26 -0.6308 1.9958 -7.0536
C25 0.8742 1.9333 -4.0346
H27 1.8796 1.6769 -4.3713
C26 0.5944 2.0146 -2.6723
C27 1.6814 1.7785 -1.6733
H28 1.7340 2.5696 -0.9116
H29 2.6458 1.7660 -2.2024
H30 1.5875 0.8004 -1.1743
C28 -3.1170 2.9596 -2.8097
H31 -3.2143 3.9557 -2.3587
H32 -3.5417 2.2224 -2.1136
H33 -3.7424 2.9484 -3.7094
N4 3.7613 1.3503 2.1575
C29 2.5228 1.2181 1.6475
N5 2.2164 -0.0753 1.4634
C30 3.3202 -0.8176 1.9078
C31 3.5573 -2.1920 2.0057
C32 4.7751 -2.6019 2.5756
C33 5.7302 -1.6740 3.0249
C34 5.4931 -0.2962 2.9120
C35 4.2914 0.0820 2.3496
H34 4.2586 2.2051 2.3988
H35 1.8877 2.0638 1.3992
H36 2.7925 -2.8795 1.6382
H37 5.0050 -3.6634 2.6803
H38 6.6618 -2.0304 3.4628
H39 6.1997 0.4653 3.2398

Forces on atoms 1 to 3 (eV/Å):
-1.0 -1.0 -0.2
-0.1 -0.2 1.4
-0.3 2.6 0.3

A structure of composition C35H40BiN7S6, computed with ωB97M-V with the def2-TZVPD basis set.

- lowest unoccupied orbital energy (eV) = 3.74
- net charge = -2
- orbital gap (eV) = 5.07
- max |F| (Eh/bohr) = 0.0074
- E_HOMO (eV) = -1.33
- multiplicity = 1
- M (g mol⁻¹) = 960.1

Element x y z (Å)
Bi1 -0.2680 0.0828 -0.6920
C1 -0.0751 -3.7815 0.2035
C2 -1.2716 -3.6708 1.1465
S1 -2.1352 -2.0785 1.0559
C3 -2.2453 -1.5515 2.7860
C4 -0.9518 -1.4682 3.5944
S2 0.2716 -0.3734 2.8303
C5 1.7638 -1.3967 2.8626
C6 1.6989 -2.7524 2.1599
S3 1.2760 -2.5972 0.4020
H1 0.3245 -4.7973 0.2699
H2 -0.3869 -3.6085 -0.8304
H3 -1.9822 -4.4528 0.8667
H4 -0.9883 -3.8596 2.1814
H5 -2.6852 -0.5539 2.7012
H6 -2.9614 -2.1880 3.3135
H7 -1.2080 -1.0859 4.5857
H8 -0.5205 -2.4590 3.7386
H9 2.4994 -0.7514 2.3742
H10 2.0905 -1.5421 3.8968
H11 2.6744 -3.2386 2.2509
H12 0.9769 -3.4033 2.6514
S4 -3.1081 0.5451 -0.8058
C7 -3.2635 2.0327 -1.7168
C8 -4.6183 2.4432 -1.9584
N1 -5.7154 2.7775 -2.0833
C9 -2.2377 2.8094 -2.1576
S5 -0.5401 2.5655 -1.8902
C10 -2.5557 3.9974 -2.9110
N2 -2.7925 4.9438 -3.5231
C11 1.9867 1.7828 -4.7534
C12 1.2829 0.4938 -4.3251
C13 2.2534 -0.5496 -3.8464
C14 2.7224 -1.5047 -4.7355
C15 3.6657 -2.4502 -4.3548
C16 4.1580 -2.4248 -3.0639
C17 3.7134 -1.4782 -2.1416
C18 4.3012 -1.5095 -0.7480
C19 5.7128 -0.9203 -0.6841
C20 2.7446 -0.5426 -2.5313
N3 2.2360 0.3570 -1.5639
C21 3.0346 1.2625 -1.1037
C22 2.8261 2.0168 0.0726
C23 3.6122 3.0922 0.5363
C24 3.0471 3.4722 1.7468
C25 1.9512 2.6002 1.9479
N4 1.8186 1.7218 0.9557
H13 1.2593 2.5283 -5.0774
H14 2.6908 1.5974 -5.5693
H15 2.5417 2.2097 -3.9160
H16 0.7068 0.0832 -5.1580
H17 0.5678 0.7234 -3.5399
H18 2.3174 -1.5183 -5.7416
H19 4.0013 -3.2046 -5.0569
H20 4.8904 -3.1612 -2.7462
H21 4.3308 -2.5496 -0.4110
H22 3.6541 -0.9711 -0.0563
H23 6.3802 -1.4366 -1.3782
H24 6.1291 -1.0077 0.3222
H25 5.7058 0.1368 -0.9515
H26 3.9752 1.4526 -1.6373
H27 4.4627 3.5288 0.0318
H28 3.3652 4.2721 2.3998
H29 1.2663 2.5868 2.7860
N5 -0.1354 -1.3336 -2.1329
C26 -0.8777 -1.9313 -3.0778
C27 -2.0455 -1.4015 -3.6925
C28 -2.7265 -2.0895 -4.6798
C29 -2.3004 -3.3363 -5.1363
C30 -1.1441 -3.8719 -4.5719
C31 -0.4509 -3.1971 -3.5830
H30 -2.4047 -0.4354 -3.3586
H31 -3.6166 -1.6393 -5.1084
H32 -2.8420 -3.8631 -5.9125
H33 -0.7684 -4.8305 -4.9188
H34 0.4697 -3.6038 -3.1765
C32 -4.1633 4.0528 4.6466
N6 -4.5197 3.3827 3.4211
C33 -5.7809 3.3271 2.8371
C34 -5.6552 2.6103 1.7039
N7 -4.3381 2.2251 1.6118
C35 -3.6163 2.7016 2.6535
S6 -1.9748 2.5292 2.9372
H35 -5.0012 4.6712 4.9648
H36 -3.2822 4.6716 4.4805
H37 -3.9192 3.3300 5.4272
H38 -6.6319 3.8158 3.2733
H39 -6.3701 2.3601 0.9418
H40 -3.9254 1.7004 0.8258

Forces on atoms 1 to 3 (eV/Å):
0.0 0.3 -0.2
0.0 0.0 0.0
0.0 0.0 -0.1

A structure of composition C35H40Cl3KN5O5SeSi, computed with ωB97M-V with the def2-TZVPD basis set.

- lowest unoccupied orbital energy (eV) = 1.13
- net charge = -1
- orbital gap (eV) = 5.74
- max |F| (Eh/bohr) = 0.0144
- E_HOMO (eV) = -4.61
- multiplicity = 1
- M (g mol⁻¹) = 863.2
- relative energy (zero: lowest compared OMol25 entry of this formula, charge and spin) (kJ/mol) = 7.4

Element x y z (Å)
K1 1.5872 -0.6378 -0.4186
Se1 0.6760 -5.3789 6.8033
N1 2.1298 -4.7495 5.9207
C1 1.6962 -4.0942 4.8890
C2 2.5801 -3.4301 3.9325
C3 3.9710 -3.4369 4.0576
C4 4.7191 -2.7733 3.1096
C5 4.0599 -2.1173 2.0668
N2 2.7437 -2.1021 1.9421
C6 2.0159 -2.7508 2.8522
C7 0.5421 -2.7042 2.6654
N3 0.1137 -2.0381 1.5966
C8 -1.1928 -1.9357 1.3925
C9 -2.1337 -2.5271 2.2391
C10 -1.6952 -3.2298 3.3416
C11 -0.3215 -3.3214 3.5720
C12 0.2480 -4.0357 4.7127
N4 -0.4697 -4.6456 5.6043
H1 4.4344 -3.9562 4.8857
H2 5.7991 -2.7487 3.1550
H3 4.6079 -1.5909 1.2925
H4 -1.4697 -1.3222 0.5384
H5 -3.1872 -2.4122 2.0225
H6 -2.3890 -3.6977 4.0273
Cl1 8.6395 2.1930 -2.0472
C13 7.2222 1.1977 -1.7956
C14 6.2113 1.6284 -0.9486
C15 5.1165 0.8123 -0.7795
Cl2 3.8330 1.3794 0.2946
C16 4.9029 -0.4620 -1.4020
O1 3.8751 -1.1547 -1.2010
C17 6.0001 -0.8052 -2.2470
Cl3 5.9127 -2.3357 -3.0883
C18 7.1168 -0.0188 -2.4461
H7 6.2708 2.5766 -0.4345
H8 7.8991 -0.3616 -3.1084
C19 -1.5502 -3.1723 -4.2015
C20 -1.4823 -3.8391 -2.9896
C21 -0.5326 -3.4275 -2.0657
N5 0.3120 -2.4241 -2.2732
C22 0.2351 -1.7837 -3.4361
C23 -0.6713 -2.1272 -4.4303
H9 -2.2783 -3.4541 -4.9517
H10 -2.1461 -4.6581 -2.7485
H11 -0.4519 -3.9269 -1.1053
H12 0.9196 -0.9556 -3.5832
H13 -0.6843 -1.5668 -5.3553
C24 -3.1859 -0.5757 -1.7914
C25 -3.3995 0.8320 -2.3427
C26 -3.2268 0.8234 -3.8585
C27 -4.7869 1.3457 -1.9621
O2 -2.4432 1.7449 -1.8350
Si1 -1.5840 1.6681 -0.4133
O3 -0.4781 0.5679 -0.3623
O4 -1.0454 3.2233 -0.1978
C28 -0.3121 4.0324 -1.1084
C29 0.5337 4.9721 -0.2564
C30 -1.3142 4.8192 -1.9508
C31 0.5911 3.1903 -2.0040
O5 -2.7971 1.5301 0.7276
C32 -2.7527 1.8985 2.0982
C33 -3.7924 1.0351 2.8054
C34 -1.3704 1.6524 2.6956
C35 -3.1269 3.3747 2.2237
H14 -3.8638 -1.2766 -2.2898
H15 -3.3999 -0.6142 -0.7220
H16 -2.1600 -0.9077 -1.9582
H17 -3.9663 0.1822 -4.3444
H18 -2.2301 0.4615 -4.1157
H19 -3.3373 1.8379 -4.2461
H20 -5.5780 0.6916 -2.3392
H21 -4.9364 2.3442 -2.3788
H22 -4.8693 1.4137 -0.8772
H23 -0.1090 5.5474 0.4127
H24 1.1015 5.6684 -0.8774
H25 1.2368 4.3939 0.3449
H26 -1.9544 5.4189 -1.3001
H27 -1.9462 4.1319 -2.5126
H28 -0.8091 5.4897 -2.6515
H29 1.2947 2.6056 -1.4114
H30 1.1665 3.8405 -2.6700
H31 0.0083 2.5085 -2.6253
H32 -3.5183 -0.0184 2.7284
H33 -4.7696 1.1752 2.3395
H34 -3.8717 1.2909 3.8645
H35 -1.0661 0.6129 2.5671
H36 -1.3715 1.8812 3.7656
H37 -0.6211 2.2846 2.2184
H38 -4.1156 3.5487 1.7929
H39 -2.4083 3.9930 1.6881
H40 -3.1502 3.6821 3.2731

Forces on atoms 1 to 3 (eV/Å):
0.0 -0.4 0.2
0.1 0.4 -0.6
-0.3 -0.2 0.4

Which formula does entry 4 have? C35H40BiN7S6